72
Properties=species:S:1:pos:R:3:forces:R:3:lowdin_charge:R:1 method="wB97M-V/def2-TZVPD" spin_multiplicity=1 smiles="CCB(O)[SiH2]OC#N.CCOC(=O)C(F)(F)F.CCOC(=O)C(F)(F)F.CCOC(=O)C(F)(F)F.CCOC(=O)C(F)(F)F" homo_lumo_gap_ev=8.97 total_charge=0
C -0.040509 -3.100471 1.746123 0.078 -0.089 -0.303 -0.111
C -1.324814 -2.780427 0.765752 0.245 0.723 -1.018 -0.204
B -2.409257 -1.708352 1.380732 1.791 1.432 -1.381 -0.434
O -2.428615 -0.237467 1.063465 -1.157 -3.076 -1.571 -0.063
Si -3.823916 -2.336953 2.578575 -0.533 -0.314 -0.015 0.712
O -5.211456 -2.688487 1.514883 2.340 -4.344 -2.661 -0.253
C -4.830612 -3.816222 0.613836 -0.714 -3.664 -4.171 -0.239
N -4.692133 -4.759409 -0.260083 -1.016 8.101 7.597 0.109
H 0.328702 -4.192119 1.454721 -0.615 2.488 0.922 0.104
H -0.272665 -3.035529 2.891874 0.358 -0.298 -2.222 0.077
H 0.787295 -2.315356 1.485330 -1.619 -1.666 0.872 0.066
H -1.839244 -3.793491 0.471193 0.840 1.924 0.605 0.104
H -0.864927 -2.293196 -0.219931 -1.523 -1.212 2.260 0.101
H -2.940486 -0.219244 0.180045 1.312 0.323 1.741 0.130
H -4.249342 -1.341667 3.554302 -0.497 0.142 0.123 -0.035
H -3.346506 -3.535621 3.279132 -0.340 -0.343 0.084 -0.025
C -0.416195 2.150332 2.128073 0.337 -0.111 -0.116 -0.063
C -1.077488 3.497172 1.905115 -0.511 -0.735 0.360 -0.203
O -0.114328 4.461940 1.454858 0.763 0.709 -1.945 0.011
C 0.178413 4.443440 0.115175 -2.343 -2.467 0.493 -0.323
O -0.328843 3.660383 -0.684530 1.539 2.172 1.436 0.141
C 1.174129 5.547485 -0.233613 1.926 1.630 -0.480 -0.468
F 2.205132 5.629394 0.656337 -1.111 -0.385 -0.619 0.144
F 0.589008 6.779394 -0.249658 0.028 -1.121 0.079 0.139
F 1.746745 5.382608 -1.459506 -0.859 -0.244 1.110 0.136
H 0.433762 2.246848 2.811740 -0.187 0.075 0.020 0.085
H -1.128208 1.434121 2.547357 0.068 0.157 -0.131 0.070
H -0.025294 1.741760 1.191045 -0.216 0.010 0.099 0.075
H -1.480079 3.868811 2.853431 0.291 0.239 -0.243 0.127
H -1.917131 3.424847 1.204926 0.320 0.072 -0.059 0.127
C 2.816533 -0.079430 -4.784484 -0.384 -0.068 0.015 -0.063
C 3.784814 -0.535837 -3.709719 0.324 0.175 -0.796 -0.211
O 3.104731 -0.696894 -2.455632 -0.972 -1.551 0.976 0.010
C 2.434336 -1.880263 -2.279572 1.390 -0.286 -3.109 -0.317
O 2.390750 -2.773115 -3.122740 -0.228 1.859 2.437 0.146
C 1.801395 -1.939033 -0.891065 -1.132 -0.186 2.140 -0.466
F 1.172455 -0.777905 -0.547696 0.628 -0.785 -0.660 0.140
F 2.725784 -2.171740 0.084423 -0.344 0.182 -1.153 0.143
F 0.866422 -2.923619 -0.771467 1.899 0.709 -1.320 0.091
H 2.292559 0.829367 -4.470345 0.206 -0.053 -0.049 0.085
H 3.344240 0.121919 -5.720808 -0.022 -0.025 0.148 0.084
H 2.050795 -0.837836 -4.974810 0.202 0.027 -0.020 0.078
H 4.552255 0.230826 -3.558853 -0.260 -0.146 0.327 0.127
H 4.302551 -1.457906 -3.996481 -0.275 0.037 0.191 0.126
C 1.512712 -8.193709 4.167660 0.281 0.266 -0.007 -0.064
C 0.157494 -7.971732 4.811948 0.048 -0.607 -0.612 -0.210
O 0.252403 -6.993636 5.858612 -0.191 2.065 0.099 0.012
C 0.220346 -5.680807 5.463337 -0.296 -1.758 -2.821 -0.317
O 0.121537 -5.321823 4.292275 0.239 -0.319 2.998 0.130
C 0.279411 -4.752355 6.674331 0.309 1.693 2.084 -0.470
F 1.218976 -5.133981 7.587166 -0.729 0.005 -1.081 0.141
F -0.906550 -4.710360 7.346608 0.773 -0.339 -0.891 0.143
F 0.575644 -3.463260 6.345138 -0.313 -1.447 -0.198 0.139
H 2.260078 -8.457419 4.923334 -0.181 -0.089 -0.077 0.084
H 1.461876 -8.994995 3.425316 -0.043 0.089 0.114 0.084
H 1.868737 -7.285010 3.672412 -0.147 -0.136 -0.017 0.077
H -0.183661 -8.902750 5.277047 0.044 0.379 0.223 0.127
H -0.599384 -7.684173 4.073747 0.186 0.192 0.197 0.126
C 0.962257 7.716216 -3.865357 0.121 0.114 -0.333 -0.058
C -0.261327 6.870922 -3.566499 0.631 -0.027 0.592 -0.217
O -1.242013 7.021135 -4.604225 -0.425 -0.949 -1.792 0.013
C -1.054433 6.257491 -5.727813 2.567 -0.854 2.009 -0.322
O -0.113177 5.481885 -5.877775 -2.479 1.742 -0.160 0.143
C -2.190547 6.477619 -6.724211 -1.828 0.436 -1.909 -0.471
F -2.509396 7.795205 -6.879095 0.590 -1.038 0.420 0.139
F -3.339714 5.852839 -6.337831 1.164 0.336 0.083 0.142
F -1.904664 6.009903 -7.972169 0.170 0.302 1.476 0.140
H 0.678331 8.761281 -4.027740 -0.012 -0.133 0.159 0.085
H 1.677320 7.667872 -3.039483 -0.144 -0.021 -0.080 0.074
H 1.463467 7.377851 -4.777527 -0.044 -0.068 0.182 0.080
H -0.726692 7.216165 -2.637122 -0.209 -0.014 -0.380 0.122
H 0.000209 5.816571 -3.423532 -0.111 0.161 -0.269 0.118


20
Properties=species:S:1:pos:R:3:forces:R:3:lowdin_charge:R:1 method="wB97M-V/def2-TZVPD" s2=2.0084 spin_multiplicity=3 homo_lumo_gap_ev="7.88 / 7.96" total_charge=0
C 1.880015 1.524219 -0.607174 0.579 2.596 0.166 -0.656
C -1.829573 0.695363 0.804823 0.184 2.410 -0.033 -0.114
C -1.105900 -0.357265 -1.390742 -2.569 -2.418 0.572 -0.150
C 1.925422 -0.833520 0.334572 0.813 -2.469 -3.260 -0.036
C -0.953540 0.713260 -0.400900 -0.027 0.710 -0.769 -0.244
N 1.424292 0.457824 0.430280 2.160 0.075 1.832 -0.087
O 2.367728 1.128543 -1.644192 -0.828 -0.455 0.976 0.100
O 1.700983 2.621386 -0.035389 0.275 -0.755 -0.486 0.013
O 1.411401 0.883732 1.713176 -0.045 -0.235 -1.756 0.114
H -2.694310 1.330083 0.554012 0.023 0.416 0.225 0.078
H -2.324015 -0.232540 0.841314 -0.117 -1.568 0.794 0.044
H -1.436521 1.118177 1.795573 -0.332 -0.958 -1.422 0.097
H -2.134121 -0.295375 -1.934806 1.422 0.114 0.512 0.105
H -1.251262 -1.384872 -0.843267 0.500 1.541 -0.919 0.103
H -0.346519 -0.470206 -2.146913 0.344 0.214 -0.177 0.053
H 1.850649 -1.196413 -0.783552 0.192 0.925 2.266 0.151
H 2.965214 -0.999515 0.680962 -0.312 0.740 -0.230 0.127
H 1.346418 -1.471980 0.923216 -1.145 -1.125 1.000 0.080
H -0.415026 1.599077 -0.792810 -0.740 -0.365 0.832 0.098
H 1.545964 1.855789 1.531542 -0.378 0.609 -0.120 0.127


11
Properties=species:S:1:pos:R:3:forces:R:3:lowdin_charge:R:1 method="wB97M-V/def2-TZVPD" spin_multiplicity=1 smiles="[SiH3]C(Cl)=C(Cl)Cl.Cl" homo_lumo_gap_ev=10.13 total_charge=0
Si -0.058821 -1.251663 0.289726 1.962 0.048 -0.425 0.592
C -0.951469 0.275205 -0.272779 0.307 0.434 -0.169 -0.968
Cl -0.998707 1.466700 0.986661 -0.289 0.280 -0.164 0.589
C -1.368074 0.538026 -1.508852 -0.540 -0.593 -0.179 -1.262
Cl -1.407818 -0.680718 -2.741366 0.365 -0.364 0.198 0.602
Cl -2.136110 1.929807 -2.102876 -0.023 0.825 0.395 0.647
H 0.676681 -1.853759 -0.854625 -0.276 0.023 0.024 -0.078
H -1.010833 -2.233546 0.758495 -0.259 -0.274 0.567 -0.071
H 1.122120 -0.795306 1.181710 -1.270 -0.393 -0.250 -0.063
Cl 2.642037 1.712213 2.290572 -1.485 1.454 0.556 0.314
H 3.490993 0.893043 1.973334 1.507 -1.441 -0.553 -0.303


47
Properties=species:S:1:pos:R:3:forces:R:3:lowdin_charge:R:1 method="wB97M-V/def2-TZVPD" s2=2.0163 spin_multiplicity=3 homo_lumo_gap_ev="3.72 / 4.83" total_charge=0
H 2.152638 -0.795114 1.540520 -0.253 -0.012 -0.100 0.095
N 0.183800 -0.907838 0.699247 -0.513 -1.652 2.683 -0.139
B -2.278127 -1.674430 0.226131 1.184 -0.164 -0.341 -0.434
N -0.994570 -1.508171 1.109826 1.220 0.327 1.004 -0.017
C -0.775948 -2.067436 2.314346 0.157 0.026 -0.012 -0.086
Pt 0.532276 0.027448 -1.092172 2.275 1.336 1.779 0.977
H -1.572862 -2.633848 2.767924 0.099 0.037 0.256 0.114
C 0.538420 -1.831284 2.687054 -0.102 -0.437 0.397 -0.066
H 1.021497 -2.116595 3.600760 -0.008 -0.234 0.165 0.086
C 1.137061 -1.142101 1.634746 -2.301 -0.044 -0.261 -0.109
H -3.030218 -2.511464 0.638344 0.191 -0.024 -0.038 0.111
C 1.643575 0.678654 -2.562651 0.343 1.326 -2.723 -0.408
H 2.674456 0.949161 -2.337131 0.077 0.003 -0.163 -0.057
H 1.108042 1.620036 -2.783766 0.378 0.121 -0.534 -0.041
H 1.601400 0.051167 -3.462088 0.296 0.283 -0.186 -0.046
N -1.595218 -2.083877 -1.143722 0.092 -0.183 -0.753 -0.012
N -3.022752 -0.285742 0.137137 0.784 1.483 -0.465 0.049
N -0.453440 -1.523637 -1.708641 -2.078 -3.190 -2.526 -0.187
N -2.141075 0.599526 -0.415933 -2.417 0.710 0.649 0.032
C -1.880504 -3.215428 -1.814240 0.086 0.167 -0.149 -0.096
C -4.153364 0.410888 0.428425 0.577 -0.033 -0.249 -0.031
H -2.705444 -3.807907 -1.455710 -0.048 -0.200 -0.274 0.110
H -5.020152 -0.033761 0.915541 0.415 -0.040 -0.297 0.128
C -0.966588 -3.386325 -2.844095 -0.503 -0.499 0.219 -0.072
C -3.970042 1.742686 0.023334 0.195 -0.056 0.111 -0.044
C -0.074213 -2.322951 -2.746734 -1.377 0.609 1.402 -0.115
C -2.674699 1.824887 -0.491880 -0.321 -1.140 -0.023 -0.079
H -0.976919 -4.185210 -3.564675 0.105 -0.045 0.006 0.088
H -4.642779 2.581836 0.113628 -0.158 -0.285 0.011 0.098
H 0.769348 -2.077493 -3.372723 -0.035 0.170 0.236 0.096
H -2.121873 2.610329 -0.990179 -0.116 -0.004 0.278 0.127
H -1.090352 0.343019 -0.353753 0.520 0.332 -0.866 0.000
C 3.788650 0.165387 -0.281082 0.298 -0.815 -0.167 -0.068
C 2.991647 1.194090 0.388425 -2.042 1.097 0.047 -0.335
C 3.499315 2.188819 1.268790 -1.477 1.608 1.532 -0.002
C 2.376616 2.859467 1.805249 2.296 -0.480 -0.424 -0.017
C 1.214690 2.285413 1.208810 1.713 -1.250 -1.031 -0.275
C -0.152672 2.649104 1.633097 -0.227 0.237 0.278 -0.020
N 1.627132 1.316377 0.309807 0.231 0.859 0.982 -0.057
H 3.171765 -0.666932 -0.642487 0.112 0.369 0.003 0.064
H 4.540657 -0.231004 0.411963 -0.006 0.160 -0.053 0.093
H 4.317343 0.598834 -1.136670 0.017 -0.097 0.112 0.092
H 4.544692 2.348069 1.477552 0.007 0.076 0.136 0.103
H 2.341516 3.659269 2.535403 0.227 -0.076 -0.101 0.100
H -0.033033 3.357407 2.473189 -0.252 -0.246 -0.410 0.085
H -0.718860 3.156077 0.835523 0.144 -0.285 0.239 0.075
H -0.730832 1.790602 2.015562 0.196 0.152 -0.383 0.091


For reference, energy by record: -3060.61805 -477.39601 -2208.81851 -1150.17453 a.u..